The following is a DFT calculation (the ωB97M-V functional and the def2-TZVPD basis) of a 2-piece molecular cluster, C6H12N2 overall at a distorted geometry.

Properties
orbital gap (alpha / beta): 7.16 / 7.16 eV
total charge: 0
HOMO (alpha / beta): -7.2 / -7.2 eV
E_LUMO (alpha / beta): 0.01 / 0.01 eV

Element x y z (Å)
C: 0.5370 -2.1436 -0.7517
C: 0.1005 -0.8594 -0.0412
N: 0.3913 -0.9725 1.3871
N: -1.8959 0.4321 0.2838
C: -1.3211 -0.5281 -0.3736
H: -0.2552 -1.6125 1.8345
H: 0.3117 -0.0671 1.8363
H: -2.8109 0.7409 -0.0251
H: -1.0949 1.2825 0.6217
H: -1.7650 -0.9291 -1.2826
H: 1.5940 -2.3079 -0.5594
H: -0.0270 -2.9974 -0.3654
H: 0.3841 -2.0613 -1.8274
C: 0.2366 2.1306 0.7672
C: 0.8369 0.3369 -0.6183
C: 1.5170 0.7010 -1.5814
H: 0.2041 2.8865 -0.0118
H: 1.2628 2.0043 1.0985
H: -0.3060 2.4986 1.6510
H: 2.0999 1.4654 -2.0422

Forces on atoms 1 to 2 (eV/Å):
C 0.011 0.150 0.011
C 0.211 0.304 0.469

Per-atom Mulliken charges, elementary charge units: number 1, C, carries -1.694; number 2, C, carries 1.540; number 3, N, carries -0.643; number 4, N, carries -0.286; number 5, C, carries -0.387; number 6, H, carries 0.269; number 7, H, carries 0.358; number 8, H, carries 0.249; number 9, H, carries 0.227; number 10, H, carries 0.367; number 11, H, carries 0.358; number 12, H, carries 0.436; number 13, H, carries 0.356; number 14, C, carries -1.711; number 15, C, carries -0.644; number 16, C, carries -0.441; number 17, H, carries 0.314; number 18, H, carries 0.473; number 19, H, carries 0.475; number 20, H, carries 0.382

***

The following is a DFT calculation (the ωB97M-V functional and the def2-TZVPD basis) of one molecule with the formula C22H26ClNO4S.

Properties
orbital gap: 9.19 eV
total charge: 0
HOMO: -8.8 eV
SMILES string: CCOC(=O)[C@@]1(Cc2cccc(Cl)c2)CCCN(C(=O)c2ccc(COC)s2)C1
E_LUMO: 0.43 eV

Element x y z (Å)
C: -3.4279 -0.5714 -5.8285
C: -2.8569 -1.8356 -5.2040
O: -2.1266 -1.5377 -4.0106
C: -0.8642 -1.1400 -4.1500
O: -0.2971 -1.0589 -5.2077
C: -0.2401 -0.7924 -2.7898
C: -0.3165 -2.0741 -1.9192
C: -0.0829 -1.8598 -0.4489
C: -1.1639 -1.7452 0.4192
C: -0.9673 -1.5545 1.7748
C: 0.3124 -1.4784 2.2964
C: 1.3893 -1.6116 1.4373
Cl: 2.9997 -1.5219 2.0661
C: 1.2019 -1.8121 0.0795
C: 1.2055 -0.3075 -3.0011
C: 1.3842 1.1492 -2.5898
C: 0.8836 1.3485 -1.1651
N: -0.5083 0.9673 -1.0609
C: -1.3055 1.1918 0.0116
O: -2.5086 0.9635 -0.0359
C: -0.7409 1.6876 1.2771
C: -1.5524 1.9905 2.3416
C: -0.8512 2.3409 3.5055
C: 0.5038 2.3069 3.3407
C: 1.5670 2.5260 4.3710
O: 2.0249 1.3202 4.9466
C: 1.0844 0.6875 5.7765
S: 0.9263 1.8439 1.7336
C: -1.1102 0.3414 -2.2179
H: -4.0379 -0.0379 -5.1036
H: -4.0410 -0.8334 -6.6858
H: -2.6204 0.0774 -6.1588
H: -3.6522 -2.5125 -4.8862
H: -2.1913 -2.3429 -5.9095
H: 0.4155 -2.7857 -2.3093
H: -1.3113 -2.5038 -2.0463
H: -2.1701 -1.7961 0.0328
H: -1.8191 -1.4594 2.4307
H: 0.4786 -1.3248 3.3509
H: 2.0662 -1.9480 -0.5521
H: 1.8923 -0.9207 -2.4208
H: 1.4630 -0.4257 -4.0559
H: 0.8507 1.8095 -3.2743
H: 2.4409 1.4153 -2.6299
H: 1.4906 0.7290 -0.4922
H: 1.0030 2.3968 -0.8691
H: -2.6234 1.9461 2.2643
H: -1.3288 2.6147 4.4301
H: 2.4523 2.9745 3.9134
H: 1.1818 3.1977 5.1543
H: 0.1763 0.4108 5.2276
H: 1.5679 -0.2105 6.1556
H: 0.8027 1.3336 6.6178
H: -2.0823 -0.0441 -1.9046
H: -1.2842 1.0918 -2.9994

Forces on atoms 1 to 2 (eV/Å):
C 0.237 -0.215 0.265
C -0.161 -0.016 -0.528

Per-atom Mulliken charges, elementary charge units: number 1, C, carries -1.141; number 2, C, carries -0.324; number 3, O, carries -0.284; number 4, C, carries -0.585; number 5, O, carries -0.639; number 6, C, carries 3.078; number 7, C, carries -2.150; number 8, C, carries 0.891; number 9, C, carries -0.296; number 10, C, carries -0.690; number 11, C, carries -0.316; number 12, C, carries -0.012; number 13, Cl, carries -0.238; number 14, C, carries -0.436; number 15, C, carries -0.694; number 16, C, carries -1.414; number 17, C, carries -0.735; number 18, N, carries 0.407; number 19, C, carries 0.464; number 20, O, carries -0.737; number 21, C, carries 0.179; number 22, C, carries -0.715; number 23, C, carries -0.598; number 24, C, carries 0.730; number 25, C, carries -0.934; number 26, O, carries -0.302; number 27, C, carries -0.613; number 28, S, carries -0.152; number 29, C, carries -2.174; number 30, H, carries 0.297; number 31, H, carries 0.423; number 32, H, carries 0.294; number 33, H, carries 0.340; number 34, H, carries 0.345; number 35, H, carries 0.490; number 36, H, carries 0.614; number 37, H, carries 0.215; number 38, H, carries 0.346; number 39, H, carries 0.486; number 40, H, carries 0.513; number 41, H, carries 0.199; number 42, H, carries 0.437; number 43, H, carries 0.428; number 44, H, carries 0.526; number 45, H, carries 0.305; number 46, H, carries 0.737; number 47, H, carries 0.534; number 48, H, carries 0.463; number 49, H, carries 0.351; number 50, H, carries 0.405; number 51, H, carries 0.216; number 52, H, carries 0.237; number 53, H, carries 0.313; number 54, H, carries 0.552; number 55, H, carries 0.362

***

Energy relative to the best compared isomer or geometry (same formula, charge and spin) per entry: 5.927 0.292 eV